# 1
Computed, not measured: the molecule C3H4F2S at a distorted geometry, with wB97M-V/def2-TZVPD.

Properties
- HOMO (eV) = -9.02
- SMILES = CC(F)(F)C=S
- spin multiplicity = 1
- HOMO-LUMO gap (eV) = 8.47
- energy (Eh) = -714.58407
- relative energy (zero: lowest compared OMol25 entry of this formula, charge and spin) (kcal/mol) = 14.9

Last column: Mulliken charge in e.
Geometry (Å):
C  -0.2118  0.4986  1.4535  -0.29
C  0.6406  -0.2004  -1.0100  -1.15
C  -0.6188  -0.1495  -0.1915  0.87
F  -1.1763  -1.3639  0.0011  -0.27
F  -1.5740  0.6497  -0.6950  -0.28
S  1.0499  -0.0132  2.2689  -0.19
H  -0.9598  1.2125  1.7815  0.32
H  0.9386  0.8135  -1.2714  0.33
H  0.4830  -0.7805  -1.9184  0.32
H  1.4286  -0.6670  -0.4186  0.35

---

# 2
Computed, not measured: the molecule C3H9OPS at a distorted geometry, with wB97M-V/def2-TZVPD.

Properties
- HOMO (eV) = -9.00
- SMILES = CP(C)(=O)CS
- spin multiplicity = 1
- HOMO-LUMO gap (eV) = 9.67
- energy (Eh) = -934.47906
- relative energy (zero: lowest compared OMol25 entry of this formula, charge and spin) (kcal/mol) = 37.1

Last column: Mulliken charge in e.
Geometry (Å):
C  0.4777  -1.4435  -1.2870  -1.05
C  1.4705  0.3951  0.6583  -1.06
C  -1.5019  0.5631  0.1506  -0.64
O  -0.0410  -1.7691  1.4353  -0.70
P  0.0772  -0.7277  0.3726  0.84
S  -3.0716  -0.1422  -0.2718  -0.21
H  0.6591  -0.7024  -2.0809  0.32
H  1.3251  -2.1162  -1.3145  0.37
H  -0.2917  -2.1338  -1.7486  0.31
H  1.4000  1.1053  -0.2033  0.31
H  1.0536  1.0036  1.4280  0.34
H  2.3491  -0.0581  0.9465  0.37
H  -1.3631  1.0413  1.1814  0.33
H  -1.2882  1.3868  -0.6320  0.30
H  -3.1017  -1.1356  0.7500  0.16